(1)
Formula: C3H6NO2S
Source: the Open Molecules 2025 dataset
Level of theory: wB97M-V/def2-TZVPD

The value obtained for the HOMO energy (alpha / beta) is -4.0 / -4.0 eV. As for the relative energy (zero: lowest compared OMol25 entry of this formula, charge and spin): 149.3 kcal/mol. The calculation puts the HOMO-LUMO gap (alpha / beta) at 7.749 / 7.750 eV. Its net charge is -1.

```
13
Properties=species:S:1:pos:R:3:forces:R:3:nbo_charge:R:1
S -1.03669 2.34254 0.03987 -1.0 0.5 0.1 -0.338
O 0.99338 0.85297 1.15803 -0.2 0.4 0.6 -0.604
O 1.19391 -2.51544 0.09287 0.2 0.1 -0.1 -0.619
N 0.72642 -0.24152 0.44458 -0.1 -2.2 -1.7 -0.194
C -1.34281 0.70063 -0.62746 -0.8 -1.8 -1.0 -0.557
C 0.02245 -0.02365 -0.86736 -0.3 -2.6 -0.8 -0.248
C 1.19545 -1.46523 0.65277 -0.6 0.9 3.1 0.755
H -0.04237 -1.14022 -1.41888 -0.2 2.9 1.7 0.205
H 0.68255 0.55170 -1.50341 0.1 0.4 -0.1 0.195
H -1.85809 0.90857 -1.65970 0.7 -1.1 1.9 0.211
H -0.06353 1.54784 0.84310 1.3 0.5 0.8 0.297
H -1.94938 -0.04773 0.10626 1.0 1.9 -1.9 0.203
H 1.47872 -1.47046 2.73932 -0.1 0.1 -2.6 -0.305
```
Forces are in eV/Å.

(2)
Formula: C17H17ClN2O3
Source: the Open Molecules 2025 dataset
Level of theory: wB97M-V/def2-TZVPD

As for the structure (SMILES): O=C(CN1C(=O)[C@H]2CC=C(Cl)C[C@H]2C1=O)NCc1ccccc1. The value obtained for the HOMO energy is -8.4 eV. As for the relative energy (zero: lowest compared OMol25 entry of this formula, charge and spin): 347.6 kcal/mol. The calculation puts the HOMO-LUMO gap at 8.569 eV.

```
40
Properties=species:S:1:pos:R:3:forces:R:3:nbo_charge:R:1
Cl -0.08067 -3.22913 -1.22572 0.5 0.3 0.6 -0.069
O 2.17982 1.30527 0.34708 -2.2 -0.7 -3.1 -0.732
O 0.47635 0.15203 -3.73348 -8.4 1.7 -11.6 -0.453
O -2.31148 0.68855 -1.04108 -11.1 -2.6 -4.6 -0.556
N -0.93102 0.56518 0.69385 8.5 8.0 -11.1 -0.630
N 1.10769 0.88445 -1.62988 -14.4 0.9 -8.3 -0.467
C -2.04230 0.87162 2.54285 0.7 -3.0 5.1 0.003
C 2.03000 -1.94318 -0.01586 -3.1 -3.2 -5.3 -0.230
C 1.93957 0.76576 -0.83093 12.3 -0.5 12.9 0.652
C -2.82899 1.94670 2.25986 -2.1 -0.2 0.8 -0.252
C 3.21922 -1.33721 -0.15335 5.4 5.3 1.7 -0.460
C 2.01229 -2.30089 -2.39824 5.2 1.8 -10.1 -0.511
C -1.35058 0.98870 -0.57608 10.2 0.6 4.7 0.630
C 1.54298 -2.40086 -1.19002 -5.9 -1.4 8.2 0.037
C -3.51167 2.63068 3.23400 0.8 2.0 0.4 -0.178
C -2.98789 2.48804 4.51795 -2.2 3.4 2.1 -0.232
C -0.31861 1.61410 -1.41264 5.3 2.3 -2.0 -0.324
C -2.07513 1.60241 4.88676 0.9 -5.7 -9.0 -0.165
C -1.79841 -0.00355 1.35747 7.6 -3.3 16.2 -0.126
C -1.57260 0.48759 3.96337 -6.3 9.3 -3.9 -0.193
C 1.03157 -0.08382 -2.85302 13.4 0.0 13.3 0.783
C 3.10373 -0.22968 -1.18474 1.7 3.5 -2.4 -0.267
C 2.65773 -0.69748 -2.51448 -3.5 -2.8 -3.3 -0.275
H -0.99864 -0.90127 1.89896 -3.1 0.9 -1.0 0.108
H 1.22211 -2.44355 -3.37511 2.6 0.0 3.0 0.274
H 3.99876 -1.91307 -0.59427 1.0 -1.0 0.3 0.218
H 1.56292 -2.08452 0.83140 -2.4 -0.7 4.2 0.230
H 2.95697 -2.94146 -2.43859 -1.1 0.3 -0.7 0.247
H -3.24297 3.18660 5.43906 -0.1 -1.2 -2.3 0.211
H 3.52898 -0.76865 0.80136 0.0 -1.3 -1.4 0.264
H -2.49303 -0.33179 0.91045 -9.6 -4.6 -5.9 0.198
H -0.60501 1.84217 -2.48223 -0.2 -0.3 1.5 0.247
H 0.00568 0.99713 0.89088 -1.2 -1.0 0.9 0.446
H 0.19643 2.49282 -0.97920 -1.3 0.3 0.1 0.247
H -1.77588 1.57197 5.76191 2.8 -0.1 8.4 0.175
H -3.24611 1.95676 1.29409 -0.1 0.5 -1.5 0.208
H -4.22486 3.45203 2.98499 0.5 -1.0 0.3 0.220
H 3.14388 -0.39956 -3.50999 -0.3 -0.9 1.7 0.260
H 4.20180 0.47053 -1.28060 -3.5 -2.1 0.3 0.264
H -0.94761 -0.26763 4.05697 2.7 -3.4 1.1 0.198
```
Forces are in eV/Å.

(3)
Formula: C4H15N3O
Source: the Open Molecules 2025 dataset
Level of theory: wB97M-V/def2-TZVPD

Its spin multiplicity is 2. The value obtained for the HOMO energy (alpha / beta) is 0.8 / -5.5 eV. As for the expectation value of S²: 0.751. As for the relative energy (zero: lowest compared OMol25 entry of this formula, charge and spin): 9.1 kcal/mol. The calculation puts the HOMO-LUMO gap (alpha / beta) at 3.042 / 9.208 eV. Its net charge is -1.

```
23
Properties=species:S:1:pos:R:3:forces:R:3:nbo_charge:R:1
O 1.44679 -2.96951 -3.17491 -0.8 0.2 0.7 -1.142
N -2.53929 -0.68137 -0.22585 0.5 -0.8 -0.2 -0.942
N 2.09812 1.81600 0.08567 -0.5 -0.4 -0.4 -0.849
N -1.18061 0.54304 1.47741 0.1 1.0 0.0 -0.660
C 1.41754 -0.56804 0.32071 0.7 0.1 0.4 -0.848
C 1.18135 0.83583 0.81700 1.3 2.1 -0.6 -0.080
C -2.44063 0.34484 0.82335 -0.8 -0.8 -0.8 -0.069
C -0.23148 1.39230 0.70663 -0.7 -1.2 1.3 -0.248
H -0.57223 1.43438 -0.32631 0.3 0.1 -0.3 0.181
H 1.19630 -0.62905 -0.74666 -0.3 -0.4 0.1 0.185
H -0.29611 2.38313 1.17046 0.3 0.1 -0.4 0.182
H 1.60709 0.99924 1.80628 -0.8 -0.6 0.6 0.182
H 2.48088 -0.80161 0.45435 0.1 0.2 -0.2 0.205
H -2.58874 -1.62214 0.16813 -0.2 0.2 0.3 0.326
H 2.55659 1.30506 -0.65614 0.2 -0.2 -0.1 0.350
H -3.27211 0.09519 1.49186 0.4 0.1 0.4 0.168
H -0.73580 -0.30539 1.76771 -0.1 -0.5 -0.1 0.361
H 0.96303 -2.28302 -3.66013 0.2 0.2 -0.5 0.358
H -1.68417 -0.78647 -0.78500 -0.2 0.6 -0.1 0.300
H 0.95089 -1.33921 0.93611 -0.5 0.0 -0.4 0.198
H 1.53277 2.48894 -0.42955 0.0 0.0 0.2 0.340
H -2.75697 1.27291 0.34569 0.3 0.3 0.2 0.166
H 0.86679 -2.92502 -2.36682 0.6 -0.4 -0.2 0.336
```
Forces are in eV/Å.

In order of appearance, molecular weight = 120.15, 332.79, 121.18 g mol⁻¹.